(1)
The following is a quantum chemistry calculation of a 4-piece molecular cluster, C27H42BNO8 overall at a distorted geometry, from the OMol25 dataset.

ORCA input file:
```
! wB97M-V def2-TZVPD RIJCOSX def2/J DEFGRID3
* xyz 0 1
O 5.296 3.444 -3.745
O -4.030 -1.964 4.356
O -3.887 -3.666 2.630
O -8.156 -0.873 0.703
O 3.859 -2.331 -3.192
O -3.497 -4.220 4.946
O -4.845 1.576 -1.216
O 1.095 0.764 -1.997
N -6.709 0.304 -0.747
C -2.752 2.426 0.675
C 1.338 0.380 2.975
C 6.469 2.656 -3.566
C -2.642 2.989 3.143
C 6.164 -1.610 -3.408
C 2.524 1.549 -3.793
C -3.009 -1.892 1.217
C 2.253 0.456 -2.778
C -5.395 -2.221 1.571
C -4.626 -0.470 0.198
C -0.598 -1.421 2.043
C -5.702 -1.172 0.749
C -0.737 -0.747 3.238
C -7.044 -0.621 0.319
C 0.558 -1.173 1.290
C 5.136 -2.334 -2.559
C -1.739 1.271 0.651
C -4.084 -2.568 1.785
C -2.393 3.526 1.696
C -1.607 -2.436 1.530
C -3.298 -0.776 0.407
C 0.197 0.141 3.705
C 1.493 -0.275 1.771
C 6.585 2.172 -2.133
C 0.875 -1.825 -0.041
C -5.288 0.612 -0.646
C -2.200 0.058 -0.224
B -3.811 -3.301 3.960
H -1.617 -0.912 3.858
H -3.201 -1.683 4.762
H 6.400 1.810 -4.250
H -2.610 0.492 -1.149
H 5.022 -1.840 -1.594
H 7.478 1.559 -1.996
H -0.792 1.675 0.273
H -6.188 -2.803 2.038
H -2.923 -3.754 5.564
H 1.959 -1.789 -0.203
H 2.672 2.507 -3.294
H 0.349 0.843 -2.600
H -2.881 2.881 -0.314
H -3.712 2.003 0.992
H 3.952 -2.777 -4.040
H 1.673 1.668 -4.469
H -1.374 3.901 1.562
H 0.080 0.643 4.662
H -3.124 4.335 1.560
H -1.670 0.900 1.676
H 6.266 -2.091 -4.384
H -1.265 -2.984 0.650
H 0.446 -1.269 -0.882
H 3.412 1.322 -4.384
H -3.337 2.140 3.133
H 5.709 1.582 -1.858
H -1.341 -0.536 -0.537
H 3.095 0.356 -2.092
H -1.722 -3.191 2.318
H 6.634 3.017 -1.442
H 2.396 -0.110 1.186
H 5.851 -0.580 -3.588
H 7.344 3.253 -3.844
H -1.687 2.617 3.534
H 0.560 -2.868 -0.127
H 5.357 4.198 -3.151
H 2.098 -0.504 -3.274
H 7.141 -1.602 -2.920
H 2.131 1.048 3.298
H -3.068 3.774 3.776
H 5.442 -3.370 -2.381
H -6.751 -0.290 -1.580
*
```

LUMO ... -0.004 Eh
Energy above the lowest of the compared OMol25 structures with the same formula, charge and spin ... 0.0 kJ/mol
Structure (SMILES) ... CCCCCc1c(Cc2ccccc2C)c(OB(O)O)cc2c1C(=O)NC2=O.CCO.CCO.CCO
Frontier orbital gap ... 9.03 eV

---

(2)
The following is a quantum chemistry calculation of C27H42Cl3EuN4O3SSi as an isolated structure at a distorted geometry, from the OMol25 dataset.

ORCA input file:
```
! wB97M-V def2-TZVPD RIJCOSX def2/J DEFGRID3
* xyz -1 8
Eu -1.495 -0.722 0.317
Cl -2.339 -2.545 1.977
Cl -0.752 1.293 2.134
Cl -3.547 -0.817 -1.422
S 2.876 -3.622 4.581
Si 0.267 1.258 -1.405
O 2.335 -0.500 2.486
O -1.257 1.670 -0.719
O 0.187 -2.404 -0.367
N 0.111 -3.809 -2.201
N 0.939 -1.731 4.912
N 0.603 -3.381 3.304
N 2.871 1.363 3.740
C -1.544 3.603 -3.234
C 3.135 -5.972 3.004
C 2.863 0.033 3.456
C 2.466 -4.808 3.350
C 1.317 -6.532 1.488
C -0.242 0.001 -2.722
C -2.766 3.636 1.131
C -2.400 2.653 -2.667
C -3.190 2.060 -4.877
C 2.194 2.351 2.913
C 1.315 -2.818 4.236
C -3.036 6.204 -0.129
C 1.212 2.612 -2.253
C -2.820 4.958 -0.913
C 1.512 -3.641 -2.606
C -3.196 1.864 -3.497
C 0.660 -5.355 1.818
C -1.495 3.763 -4.620
C -0.396 -3.239 -1.103
C 2.566 -6.825 2.053
C 1.513 0.538 -0.193
C -2.312 2.989 -5.446
C 3.288 1.756 5.073
C -2.416 2.441 -1.161
C -0.818 -4.334 -3.191
C -2.632 3.743 -0.349
C 1.208 -4.478 2.761
H -2.636 2.605 1.481
H 3.398 -0.564 4.220
H 3.089 -7.733 1.782
H -3.841 1.476 -5.530
H 1.429 -1.527 5.774
H -1.625 -4.847 -2.660
H -1.972 4.237 1.602
H -3.785 1.071 -3.039
H 2.262 2.297 -2.333
H -1.264 -3.522 -3.786
H -2.253 3.136 -6.523
H 1.116 2.109 2.845
H -0.295 -5.068 1.385
H 3.524 2.823 5.098
H -3.013 7.083 -0.781
H -3.250 1.777 -0.886
H 1.710 -4.334 -3.431
H 1.722 -0.532 -0.314
H 1.754 -2.619 -2.938
H 4.068 -6.198 3.517
H -2.272 6.327 0.650
H -1.162 -0.564 -2.524
H -2.850 5.093 -1.990
H 1.202 0.713 0.848
H 4.155 1.150 5.362
H 1.180 3.531 -1.660
H -1.417 -3.565 -0.839
H 2.494 1.568 5.812
H 0.879 -7.230 0.780
H 2.180 -3.893 -1.774
H -0.795 4.496 -5.017
H 2.469 1.058 -0.354
H -3.746 4.029 1.460
H 0.023 -1.364 4.710
H -0.293 -5.034 -3.844
H -4.029 6.218 0.338
H 2.615 2.363 1.899
H 0.571 -0.714 -2.878
H -0.391 0.537 -3.660
H -0.927 4.208 -2.562
H 0.870 2.819 -3.277
H 2.324 3.332 3.378
*
```

LUMO (alpha / beta) ... 0.084 / 0.084 Eh
Energy above the lowest of the compared OMol25 structures with the same formula, charge and spin ... 102.3 kJ/mol
Expectation value of S² ... 15.760
Frontier orbital gap (alpha / beta) ... 5.76 / 7.77 eV

---

(3)
The following is a quantum chemistry calculation of C27H42Cl3N4O3SiSm as an isolated structure at a distorted geometry, from the OMol25 dataset.

ORCA input file:
```
! wB97M-V def2-TZVPD RIJCOSX def2/J DEFGRID3
* xyz 0 6
Sm 1.884 0.122 0.741
Cl 3.398 -0.626 2.715
Cl -1.435 -1.818 -2.754
Cl 3.533 2.202 0.040
Si -2.564 -0.188 -2.354
O 0.361 1.830 1.089
O 2.306 -0.221 -1.213
O 0.474 -1.718 0.936
N -0.710 -3.406 1.895
N -0.315 3.992 0.896
N -2.331 0.341 4.867
N -0.419 0.074 3.771
C 2.613 -0.396 -2.531
C -3.652 0.253 -3.811
C 0.816 0.036 -4.304
C 2.145 1.817 -3.554
C -1.714 3.593 1.065
C 1.057 0.839 7.130
C 1.755 2.595 -4.656
C -2.866 -0.587 -0.520
C -1.163 -3.995 0.625
C 1.835 0.463 -3.463
C -1.326 0.577 5.801
C -0.155 1.006 7.826
C -1.300 1.243 -2.252
C -1.384 0.889 7.153
C 2.597 -3.709 -4.617
C -1.751 0.040 3.665
C -0.122 0.370 5.090
C -1.196 -3.987 3.132
C 1.080 0.508 5.770
C 2.804 -2.916 -1.720
C 0.300 0.801 -5.363
C 0.016 5.407 0.719
C 2.600 -1.906 -2.832
C 0.612 3.058 0.913
C 2.546 -2.309 -4.112
C 0.871 2.059 -5.618
C 0.102 -2.365 1.962
H 1.957 -3.612 -1.678
H 1.636 3.422 0.704
H -0.977 1.761 -3.166
H -3.836 -1.024 -0.254
H -2.627 0.261 0.144
H 1.910 -4.400 -4.091
H -1.859 -4.813 2.867
H -2.352 0.993 7.651
H 2.451 -1.565 -4.911
H 2.139 3.623 -4.782
H -2.128 -1.364 -0.270
H -4.737 0.066 -3.735
H -1.747 -3.248 3.728
H 2.901 -2.506 -0.707
H 0.834 5.686 1.399
H 3.703 -3.524 -1.897
H 2.252 -3.715 -5.668
H 3.670 -0.135 -2.662
H -0.349 -4.333 3.737
H 2.703 2.251 -2.732
H 0.423 -2.108 2.984
H -0.399 0.805 -1.817
H -1.862 2.978 1.959
H -3.332 0.434 5.030
H 1.982 0.371 5.175
H -0.130 1.233 8.893
H -2.127 3.055 0.202
H -1.933 -3.363 0.161
H -3.540 1.339 -3.955
H -2.281 4.509 1.172
H 0.378 -0.941 -4.158
H 2.001 0.985 7.651
H -0.504 0.391 -6.009
H 0.331 5.591 -0.317
H 3.640 -4.086 -4.586
H 0.550 2.634 -6.502
H -1.589 -4.976 0.886
H -2.348 -0.218 2.792
H -1.626 2.002 -1.562
H -0.893 5.964 0.952
H -0.317 -4.091 -0.070
H -3.270 -0.301 -4.688
*
```

LUMO (alpha / beta) ... 0.000 / 0.000 Eh
Energy above the lowest of the compared OMol25 structures with the same formula, charge and spin ... 129.1 kJ/mol
Expectation value of S² ... 8.757
Frontier orbital gap (alpha / beta) ... 7.83 / 7.85 eV